Record 1
A cluster of 2 separate species, C7H17S in total, computed with ωB97M-V/def2-TZVPD.

* HOMO level: -2.451 eV
* LUMO: 4.1 eV
* charge: -1
* energy above the lowest of the compared OMol25 structures with the same formula, charge and spin: 0.0 kcal per mole
* 2S+1: 1
* E_tot: -675.12354 a.u.

Atoms and positions in Å:
C  2.072  0.004  1.614
C  1.047  -3.186  -0.303
C  1.335  -2.320  0.918
C  2.158  -1.082  0.554
H  1.049  0.387  1.619
H  2.756  0.833  1.417
H  2.299  -0.384  2.614
H  0.561  -4.129  -0.040
H  1.973  -3.429  -0.837
H  0.401  -2.625  -0.980
H  1.852  -2.895  1.695
H  0.385  -1.973  1.338
H  3.199  -1.382  0.366
H  1.759  -0.693  -0.385
C  -1.584  2.999  0.391
C  -1.362  2.609  -1.064
C  -1.874  1.206  -1.392
S  -1.025  -0.121  -0.452
H  -2.649  2.997  0.649
H  -1.182  3.989  0.625
H  -1.111  2.254  1.034
H  -1.848  3.345  -1.721
H  -0.287  2.635  -1.272
H  -1.728  1.015  -2.459
H  -2.950  1.154  -1.191



Record 2
A structure of composition C30H44Ge2O5Pt in a non-equilibrium geometry, computed with ωB97M-V/def2-TZVPD.

* HOMO level (spin up / spin down): -13.468 / -13.539 eV
* LUMO (spin up / spin down): -6.1 / -9.0 eV
* charge: +2
* 2S+1: 5
* E_tot: -5818.10760 a.u.

Atoms and positions in Å:
Pt  -0.413  0.635  -0.093
C  2.723  3.577  2.627
C  2.212  2.908  1.363
Ge  1.036  1.280  1.715
C  -0.114  1.241  3.436
C  0.505  1.905  4.640
C  2.496  -0.046  2.024
C  2.601  -1.260  1.536
Ge  0.822  -1.616  0.053
C  0.242  -3.236  1.364
C  -0.580  -2.686  2.499
C  2.276  -1.257  -1.506
C  2.287  0.228  -1.760
C  3.563  -2.305  1.701
C  4.494  -2.214  2.757
C  5.458  -3.184  2.920
C  5.514  -4.278  2.068
C  4.589  -4.395  1.038
C  3.626  -3.423  0.861
H  3.513  4.281  2.367
H  3.139  2.847  3.319
H  1.937  4.127  3.137
H  3.062  2.525  0.793
H  1.691  3.627  0.734
H  -0.289  0.184  3.634
H  -1.059  1.716  3.176
H  1.479  1.488  4.890
H  -0.153  1.738  5.495
H  0.605  2.978  4.506
H  3.314  0.387  2.598
H  1.158  -3.707  1.711
H  -0.329  -3.914  0.739
H  0.034  -2.093  3.175
H  -1.007  -3.514  3.068
H  -1.411  -2.082  2.134
H  1.952  -1.818  -2.377
H  3.246  -1.608  -1.171
H  1.270  0.629  -1.901
H  2.839  0.445  -2.675
H  2.772  0.756  -0.939
H  4.458  -1.372  3.429
H  6.175  -3.090  3.722
H  6.266  -5.036  2.212
H  4.620  -5.252  0.387
H  2.900  -3.530  0.065
C  -3.277  -0.155  -3.396
C  -2.099  -0.822  -2.746
O  -1.402  -0.182  -1.960
C  -1.842  -2.213  -3.116
C  -2.485  -2.813  -4.202
C  -2.234  -4.126  -4.560
C  -1.302  -4.884  -3.844
C  -0.638  -4.327  -2.783
C  -0.900  -2.994  -2.361
O  -0.328  -2.548  -1.304
H  -3.452  0.794  -2.903
H  -4.167  -0.778  -3.343
H  -3.052  0.036  -4.445
H  -3.180  -2.248  -4.802
H  -2.752  -4.571  -5.394
H  -1.101  -5.908  -4.127
H  0.077  -4.898  -2.205
C  -0.834  4.798  0.013
O  -0.551  3.432  -0.376
C  -1.169  2.484  0.273
O  -1.959  2.590  1.173
H  -0.767  5.415  -0.880
H  -0.089  5.115  0.743
H  -1.826  4.861  0.463
C  -5.215  3.087  -1.265
C  -4.313  4.214  -1.767
C  -3.103  3.430  -2.262
O  -2.991  2.281  -1.425
C  -4.191  2.120  -0.678
H  -5.745  2.620  -2.097
H  -5.941  3.417  -0.527
H  -4.033  4.875  -0.946
H  -4.769  4.806  -2.554
H  -2.159  3.974  -2.231
H  -3.261  3.095  -3.296
H  -3.977  2.368  0.372
H  -4.491  1.068  -0.717



Record 3
The molecule C5H6FN in a non-equilibrium geometry, computed with ωB97M-V/def2-TZVPD.

* HOMO level: -9.344 eV
* LUMO: 0.8 eV
* energy above the lowest of the compared OMol25 structures with the same formula, charge and spin: 35.5 kcal per mole
* SMILES string: C[C@]1(C#N)C[C@H]1F
* 2S+1: 1
* E_tot: -348.67557 a.u.

Atoms and positions in Å:
C  -1.947  1.229  0.084
C  -0.683  -0.726  1.033
C  -1.159  -1.304  -0.252
C  -0.792  0.428  0.053
C  0.448  0.989  -0.588
N  -2.881  1.894  0.092
F  -2.456  -1.628  -0.367
H  -1.408  -0.753  1.838
H  0.321  -0.975  1.354
H  -0.530  -1.778  -0.985
H  0.204  1.589  -1.464
H  1.124  0.191  -0.886
H  0.973  1.624  0.129



Record 4
A cluster of 2 separate species, C7H13NOS2 in total in a non-equilibrium geometry, computed with ωB97M-V/def2-TZVPD.

* HOMO level: -8.263 eV
* LUMO: 0.5 eV
* energy above the lowest of the compared OMol25 structures with the same formula, charge and spin: 130.1 kcal per mole
* 2S+1: 1
* E_tot: -1200.66148 a.u.

Atoms and positions in Å:
C  -0.509  1.153  0.758
C  2.160  -1.526  2.238
C  1.667  -0.190  2.157
C  0.680  -1.232  2.430
C  1.042  0.082  -1.888
C  -1.197  -0.977  -1.857
C  -0.438  0.134  -2.132
N  -1.020  0.088  1.270
O  -1.220  -2.631  1.170
S  -1.344  2.611  0.847
S  -0.306  -1.478  0.915
H  2.199  -2.112  1.351
H  2.556  -1.895  3.124
H  2.015  0.435  3.019
H  1.569  0.242  1.158
H  0.247  -1.300  3.419
H  1.408  1.157  -1.803
H  1.725  -0.166  -2.736
H  1.234  -0.503  -0.901
H  -0.825  -1.823  -1.329
H  -0.461  3.604  0.263
H  -2.383  -0.893  -2.003
H  -0.810  1.098  -2.612
H  -1.993  -0.022  1.572



Record 5
The molecule C5H8S2 in a non-equilibrium geometry, computed with ωB97M-V/def2-TZVPD.

* HOMO level: -8.572 eV
* LUMO: -0.1 eV
* energy above the lowest of the compared OMol25 structures with the same formula, charge and spin: 26.6 kcal per mole
* SMILES string: C/C=C/SC(C)=S
* 2S+1: 1
* E_tot: -991.64395 a.u.

Atoms and positions in Å:
C  -2.002  -1.583  -2.813
C  -1.202  -0.571  -2.037
C  -0.448  -0.730  -0.918
C  0.777  0.609  1.138
C  1.656  1.762  1.610
H  -2.234  -2.400  -2.157
H  -2.953  -1.155  -3.230
H  -1.502  -2.026  -3.674
H  -1.150  0.441  -2.456
H  -0.412  -1.549  -0.246
H  2.172  1.439  2.498
H  1.191  2.684  1.932
H  2.427  1.954  0.881
S  0.790  0.502  -0.606
S  -0.179  -0.271  2.142



Record 6
A structure of composition C48H29MoN10O2S in a non-equilibrium geometry, computed with ωB97M-V/def2-TZVPD.

* HOMO level (spin up / spin down): -8.977 / -8.970 eV
* LUMO (spin up / spin down): -4.8 / -4.8 eV
* charge: +1
* 2S+1: 1
* E_tot: -3010.89773 a.u.

Atoms and positions in Å:
Mo  0.932  -0.533  -0.754
C  -3.731  -4.343  -3.124
C  -2.881  -5.380  -2.750
C  -1.579  -5.131  -2.342
C  -1.165  -3.811  -2.278
C  0.087  -3.193  -1.887
N  -0.098  -1.827  -1.804
C  -1.232  -1.544  -2.561
N  -1.302  -0.498  -3.322
C  -0.380  0.453  -3.328
C  -0.278  1.490  -4.302
C  -0.887  1.688  -5.541
C  -0.506  2.792  -6.272
C  0.454  3.693  -5.792
C  1.040  3.535  -4.553
C  0.665  2.424  -3.797
C  1.076  1.936  -2.517
N  1.771  2.639  -1.633
C  2.334  2.117  -0.583
N  2.362  0.756  -0.374
C  3.543  0.467  0.288
N  4.201  -0.631  0.097
C  3.745  -1.625  -0.650
N  2.421  -1.847  -0.986
C  2.367  -3.072  -1.629
N  1.260  -3.744  -1.890
C  3.687  -3.563  -1.851
C  4.172  -4.689  -2.513
C  5.536  -4.877  -2.536
C  6.408  -3.965  -1.926
C  5.942  -2.851  -1.261
C  4.563  -2.649  -1.218
C  4.044  1.692  0.881
C  5.055  1.962  1.786
C  5.285  3.289  2.118
C  4.546  4.321  1.548
C  3.534  4.064  0.638
C  3.281  2.742  0.319
N  0.540  0.673  -2.316
C  -2.019  -2.758  -2.679
C  -3.304  -3.023  -3.121
H  -4.745  -4.570  -3.421
H  -3.246  -6.394  -2.775
H  -0.912  -5.930  -2.066
H  -1.615  0.984  -5.912
H  -0.949  2.968  -7.241
H  0.739  4.529  -6.415
H  1.784  4.226  -4.186
H  3.480  -5.372  -2.978
H  5.948  -5.739  -3.038
H  7.470  -4.146  -1.992
H  6.609  -2.136  -0.809
H  5.628  1.164  2.224
H  6.058  3.526  2.833
H  4.756  5.343  1.821
H  2.959  4.854  0.185
H  -3.957  -2.225  -3.433
C  2.788  -7.674  -0.373
C  2.451  -6.321  0.163
C  3.460  -5.458  0.582
C  3.160  -4.204  1.079
C  1.836  -3.807  1.141
C  0.810  -4.659  0.774
C  1.126  -5.910  0.274
S  1.437  -2.352  2.079
O  0.416  -2.776  2.990
O  2.642  -1.774  2.593
N  0.726  -1.069  1.131
C  0.097  -0.197  2.008
C  0.223  -0.146  3.387
C  -0.631  0.662  4.147
C  -1.575  1.459  3.557
C  -1.612  1.569  2.153
C  -2.435  2.482  1.470
C  -2.286  2.594  0.112
C  -1.385  1.770  -0.563
N  -0.636  0.838  0.025
C  -0.744  0.756  1.380
H  3.161  -8.317  0.423
H  3.564  -7.597  -1.131
H  1.913  -8.151  -0.805
H  4.488  -5.774  0.520
H  3.923  -3.529  1.430
H  -0.214  -4.345  0.914
H  0.336  -6.591  -0.002
H  0.969  -0.738  3.887
H  -0.539  0.629  5.222
H  -2.264  2.044  4.146
H  -3.141  3.086  2.017
H  -2.853  3.315  -0.454
H  -1.300  1.897  -1.630



Repeat the second record exactly.
A structure of composition C30H44Ge2O5Pt in a non-equilibrium geometry, computed with ωB97M-V/def2-TZVPD.

* HOMO level (spin up / spin down): -13.468 / -13.539 eV
* LUMO (spin up / spin down): -6.1 / -9.0 eV
* charge: +2
* 2S+1: 5
* E_tot: -5818.10760 a.u.

Atoms and positions in Å:
Pt  -0.413  0.635  -0.093
C  2.723  3.577  2.627
C  2.212  2.908  1.363
Ge  1.036  1.280  1.715
C  -0.114  1.241  3.436
C  0.505  1.905  4.640
C  2.496  -0.046  2.024
C  2.601  -1.260  1.536
Ge  0.822  -1.616  0.053
C  0.242  -3.236  1.364
C  -0.580  -2.686  2.499
C  2.276  -1.257  -1.506
C  2.287  0.228  -1.760
C  3.563  -2.305  1.701
C  4.494  -2.214  2.757
C  5.458  -3.184  2.920
C  5.514  -4.278  2.068
C  4.589  -4.395  1.038
C  3.626  -3.423  0.861
H  3.513  4.281  2.367
H  3.139  2.847  3.319
H  1.937  4.127  3.137
H  3.062  2.525  0.793
H  1.691  3.627  0.734
H  -0.289  0.184  3.634
H  -1.059  1.716  3.176
H  1.479  1.488  4.890
H  -0.153  1.738  5.495
H  0.605  2.978  4.506
H  3.314  0.387  2.598
H  1.158  -3.707  1.711
H  -0.329  -3.914  0.739
H  0.034  -2.093  3.175
H  -1.007  -3.514  3.068
H  -1.411  -2.082  2.134
H  1.952  -1.818  -2.377
H  3.246  -1.608  -1.171
H  1.270  0.629  -1.901
H  2.839  0.445  -2.675
H  2.772  0.756  -0.939
H  4.458  -1.372  3.429
H  6.175  -3.090  3.722
H  6.266  -5.036  2.212
H  4.620  -5.252  0.387
H  2.900  -3.530  0.065
C  -3.277  -0.155  -3.396
C  -2.099  -0.822  -2.746
O  -1.402  -0.182  -1.960
C  -1.842  -2.213  -3.116
C  -2.485  -2.813  -4.202
C  -2.234  -4.126  -4.560
C  -1.302  -4.884  -3.844
C  -0.638  -4.327  -2.783
C  -0.900  -2.994  -2.361
O  -0.328  -2.548  -1.304
H  -3.452  0.794  -2.903
H  -4.167  -0.778  -3.343
H  -3.052  0.036  -4.445
H  -3.180  -2.248  -4.802
H  -2.752  -4.571  -5.394
H  -1.101  -5.908  -4.127
H  0.077  -4.898  -2.205
C  -0.834  4.798  0.013
O  -0.551  3.432  -0.376
C  -1.169  2.484  0.273
O  -1.959  2.590  1.173
H  -0.767  5.415  -0.880
H  -0.089  5.115  0.743
H  -1.826  4.861  0.463
C  -5.215  3.087  -1.265
C  -4.313  4.214  -1.767
C  -3.103  3.430  -2.262
O  -2.991  2.281  -1.425
C  -4.191  2.120  -0.678
H  -5.745  2.620  -2.097
H  -5.941  3.417  -0.527
H  -4.033  4.875  -0.946
H  -4.769  4.806  -2.554
H  -2.159  3.974  -2.231
H  -3.261  3.095  -3.296
H  -3.977  2.368  0.372
H  -4.491  1.068  -0.717



Repeat the first record exactly.
A cluster of 2 separate species, C7H17S in total, computed with ωB97M-V/def2-TZVPD.

* HOMO level: -2.451 eV
* LUMO: 4.1 eV
* charge: -1
* energy above the lowest of the compared OMol25 structures with the same formula, charge and spin: 0.0 kcal per mole
* 2S+1: 1
* E_tot: -675.12354 a.u.

Atoms and positions in Å:
C  2.072  0.004  1.614
C  1.047  -3.186  -0.303
C  1.335  -2.320  0.918
C  2.158  -1.082  0.554
H  1.049  0.387  1.619
H  2.756  0.833  1.417
H  2.299  -0.384  2.614
H  0.561  -4.129  -0.040
H  1.973  -3.429  -0.837
H  0.401  -2.625  -0.980
H  1.852  -2.895  1.695
H  0.385  -1.973  1.338
H  3.199  -1.382  0.366
H  1.759  -0.693  -0.385
C  -1.584  2.999  0.391
C  -1.362  2.609  -1.064
C  -1.874  1.206  -1.392
S  -1.025  -0.121  -0.452
H  -2.649  2.997  0.649
H  -1.182  3.989  0.625
H  -1.111  2.254  1.034
H  -1.848  3.345  -1.721
H  -0.287  2.635  -1.272
H  -1.728  1.015  -2.459
H  -2.950  1.154  -1.191